{"formula": "C45H53N12O4PS", "method": "wB97M-V/def2-TZVPD", "elements": ["N", "P", "C", "C", "C", "C", "C", "S", "C", "N", "N", "C", "O", "O", "C", "O", "O", "C", "N", "C", "N", "H", "H", "H", "H", "H", "H", "H", "H", "H", "H", "H", "H", "H", "H", "H", "H", "H", "H", "C", "C", "C", "N", "C", "C", "H", "H", "H", "H", "H", "C", "C", "C", "N", "C", "C", "H", "H", "H", "H", "H", "C", "C", "C", "N", "C", "C", "H", "H", "H", "H", "H", "C", "C", "C", "N", "C", "C", "H", "H", "H", "H", "H", "C", "C", "C", "N", "C", "C", "H", "H", "H", "H", "H", "C", "C", "C", "N", "C", "C", "H", "H", "H", "H", "H", "C", "C", "C", "N", "C", "C", "H", "H", "H", "H", "H"], "coordinates": [[-1.572, 1.041, 3.912], [-2.655, 1.754, 2.979], [-2.254, 1.431, 1.129], [-1.265, 2.594, 0.729], [0.147, 2.104, 0.228], [0.194, 1.779, -1.326], [0.894, 0.363, -1.498], [2.598, 0.421, -0.787], [2.805, -1.105, 0.171], [1.965, -2.153, -0.032], [2.433, -3.118, 0.807], [3.489, -2.656, 1.484], [3.763, -1.332, 1.120], [-1.761, 0.070, 1.193], [-2.961, -0.632, 1.518], [-3.095, -1.579, 2.205], [-4.030, 0.038, 0.872], [-3.449, 1.174, 0.151], [-3.035, 0.654, -1.180], [-4.396, 2.367, -0.252], [-4.742, 3.297, 0.830], [-1.102, 1.757, 4.478], [-3.925, 1.205, 3.322], [-2.566, 3.155, 3.286], [-1.766, 3.238, -0.042], [-1.116, 3.219, 1.658], [0.870, 2.944, 0.434], [0.481, 1.248, 0.874], [0.843, 2.550, -1.824], [-0.808, 1.821, -1.824], [0.313, -0.415, -0.939], [0.930, 0.151, -2.596], [4.120, -3.178, 2.235], [-3.912, 0.513, -1.698], [-2.632, -0.282, -1.094], [-5.316, 1.904, -0.712], [-3.888, 2.921, -1.084], [-3.935, 3.599, 1.372], [-5.509, 2.968, 1.412], [-6.678, 7.186, 0.874], [-7.262, 8.035, 1.801], [-7.159, 7.710, 3.144], [-6.531, 6.622, 3.601], [-5.977, 5.817, 2.688], [-6.019, 6.051, 1.322], [-6.735, 7.405, -0.186], [-7.786, 8.930, 1.488], [-7.597, 8.345, 3.907], [-5.476, 4.941, 3.089], [-5.552, 5.366, 0.632], [-6.075, -5.191, 3.088], [-6.976, -5.050, 4.133], [-6.954, -3.872, 4.863], [-6.111, -2.862, 4.621], [-5.249, -3.022, 3.608], [-5.193, -4.158, 2.816], [-6.062, -6.097, 2.493], [-7.679, -5.836, 4.376], [-7.641, -3.715, 5.687], [-4.578, -2.190, 3.436], [-4.476, -4.231, 2.009], [3.940, -4.762, -3.940], [4.219, -3.857, -4.953], [4.152, -2.504, -4.661], [3.830, -2.017, -3.456], [3.564, -2.910, -2.493], [3.606, -4.283, -2.683], [3.983, -5.828, -4.129], [4.482, -4.195, -5.947], [4.364, -1.758, -5.421], [3.302, -2.487, -1.526], [3.382, -4.958, -1.867], [0.296, 0.614, 9.163], [0.286, 1.991, 9.014], [0.377, 2.512, 7.734], [0.478, 1.766, 6.628], [0.487, 0.436, 6.798], [0.398, -0.183, 8.035], [0.226, 0.167, 10.148], [0.209, 2.646, 9.872], [0.370, 3.585, 7.568], [0.571, -0.147, 5.887], [0.409, -1.263, 8.112], [3.460, -9.961, -7.515], [2.566, -9.806, -6.468], [2.598, -8.622, -5.748], [3.446, -7.619, -6.003], [4.300, -7.793, -7.017], [4.347, -8.936, -7.799], [3.466, -10.872, -8.102], [1.859, -10.586, -6.215], [1.916, -8.453, -4.922], [4.977, -6.965, -7.199], [5.059, -9.021, -8.610], [6.670, 3.119, 0.915], [5.665, 2.411, 1.555], [4.431, 3.022, 1.712], [4.153, 4.259, 1.286], [5.139, 4.923, 0.674], [6.406, 4.402, 0.463], [7.648, 2.676, 0.771], [5.834, 1.407, 1.922], [3.612, 2.508, 2.203], [4.886, 5.924, 0.341], [7.165, 4.985, -0.041], [4.689, 1.912, -6.607], [4.328, 1.290, -5.423], [2.984, 1.251, -5.087], [2.012, 1.782, -5.838], [2.386, 2.378, -6.976], [3.701, 2.468, -7.404], [5.730, 1.962, -6.906], [5.071, 0.844, -4.774], [2.652, 0.772, -4.172], [1.578, 2.802, -7.563], [3.945, 2.962, -8.336]], "mulliken_charge": [-0.61, 0.07, 0.47, -0.83, -0.85, -0.77, -0.69, -0.17, 0.86, -0.16, -0.69, -0.03, -0.32, -0.33, -0.17, -0.46, -0.41, 1.23, -0.58, -1.59, -0.37, 0.19, 0.06, 0.23, 0.28, 0.77, 0.38, 0.41, 0.42, 0.39, 0.38, 0.41, 0.38, 0.32, 0.31, 0.54, 0.37, 0.26, 0.30, -0.63, -0.24, -0.34, -0.53, -0.30, 0.08, 0.37, 0.37, 0.35, 0.44, 0.45, -0.41, -0.31, -0.25, -0.55, -0.33, -0.39, 0.37, 0.35, 0.37, 0.81, 0.39, -0.12, -0.64, -0.19, -0.11, 0.01, -0.76, 0.39, 0.36, 0.34, 0.21, 0.43, -0.13, -0.43, -0.17, -0.42, -0.10, -0.50, 0.36, 0.34, 0.35, 0.35, 0.35, -0.11, -0.58, -0.12, -0.30, 0.04, -0.66, 0.36, 0.35, 0.36, 0.32, 0.35, -0.24, -0.38, -0.24, -0.52, -0.23, -0.35, 0.38, 0.38, 0.49, 0.36, 0.36, -0.32, -0.70, -0.03, -0.51, -0.25, -0.34, 0.37, 0.46, 0.57, 0.36, 0.36], "energy_ha": -3443.94070, "smiles": "N=[PH2][C@@]1(CCCCSc2nnco2)OC(=O)O[C@@]1(N)CN.c1ccncc1.c1ccncc1.c1ccncc1.c1ccncc1.c1ccncc1.c1ccncc1.c1ccncc1"}

***

{"formula": "C4H5Cl", "method": "wB97M-V/def2-TZVPD", "elements": ["C", "C", "C", "C", "Cl", "H", "H", "H", "H", "H"], "coordinates": [[0.864, 1.226, 0.304], [0.612, 0.479, -0.829], [-0.659, -0.326, -0.572], [-0.824, -1.097, 0.592], [-1.895, -2.192, 1.398], [1.776, 1.864, 0.227], [0.065, 1.256, 1.089], [1.352, 0.246, -1.737], [-1.643, -0.215, -1.293], [0.351, -1.241, 0.822]], "nbo_charge": [-0.39, -0.25, -0.23, -0.29, 0.05, 0.21, 0.23, 0.25, 0.21, 0.21], "energy_ha": -615.47835, "smiles": "C=C/C=C/Cl"}

***

{"formula": "C3H9N2", "method": "wB97M-V/def2-TZVPD", "elements": ["C", "N", "H", "H", "H", "H", "C", "C", "N", "H", "H", "H", "H", "H"], "coordinates": [[0.831, -0.949, -0.370], [0.996, -0.073, -1.439], [1.574, -0.761, 0.403], [0.662, -2.017, -0.481], [0.352, -0.224, -2.213], [1.939, -0.096, -1.815], [-0.618, -0.850, 1.054], [-0.839, 0.272, 0.323], [-0.575, 1.572, 0.699], [-1.286, -1.693, 0.980], [0.009, -0.917, 1.937], [-1.374, 0.154, -0.628], [0.243, 2.050, 0.359], [-1.402, 2.146, 0.774]], "mulliken_charge": [-0.47, -0.45, 0.44, 0.35, 0.23, 0.27, -0.67, 0.32, -0.50, 0.31, 0.33, 0.33, 0.24, 0.27], "charge": 1, "energy_ha": -228.85076}

***

{"formula": "C6H9N", "method": "wB97M-V/def2-TZVPD", "elements": ["C", "C", "C", "C", "C", "C", "N", "H", "H", "H", "H", "H", "H", "H", "H", "H"], "coordinates": [[0.228, 1.916, 0.751], [-0.661, -0.066, -1.356], [-0.375, -0.995, -0.197], [-1.183, -2.248, -0.143], [0.668, -0.569, 0.538], [1.020, 0.808, 0.016], [0.417, 0.710, -1.323], [-0.827, 1.676, 0.980], [0.196, 2.845, 0.165], [0.728, 2.115, 1.695], [-0.857, -2.941, 0.634], [-1.107, -2.734, -1.121], [-2.241, -2.005, 0.006], [1.169, -1.082, 1.361], [2.082, 1.077, -0.011], [0.521, 1.499, -1.950]], "nbo_charge": [-0.60, 0.06, -0.10, -0.64, -0.19, -0.11, -0.55, 0.22, 0.21, 0.21, 0.21, 0.23, 0.23, 0.22, 0.21, 0.39], "energy_ha": -288.68297}

***

{"formula": "C18H32ClN2O6", "method": "wB97M-V/def2-TZVPD", "elements": ["N", "C", "C", "C", "C", "C", "C", "C", "C", "C", "C", "N", "Cl", "H", "H", "H", "H", "H", "H", "H", "H", "H", "H", "H", "H", "H", "H", "H", "H", "C", "C", "O", "C", "O", "O", "C", "H", "H", "H", "H", "H", "H", "H", "H", "C", "C", "O", "C", "O", "O", "C", "H", "H", "H", "H", "H", "H", "H", "H"], "coordinates": [[-4.228, 0.867, 1.441], [-3.617, -0.456, 1.473], [-2.287, -0.530, 2.242], [-1.800, -1.969, 2.400], [-0.287, -2.204, 2.288], [0.210, -1.938, 0.847], [1.640, -1.527, 0.722], [2.562, -2.381, 0.109], [3.887, -2.024, -0.057], [4.321, -0.787, 0.404], [3.407, 0.043, 1.019], [2.118, -0.345, 1.157], [1.079, 0.764, 1.917], [-3.570, 1.559, 1.107], [-4.503, 1.150, 2.374], [-4.317, -1.173, 1.889], [-3.401, -0.720, 0.438], [-2.422, -0.043, 3.205], [-1.582, 0.082, 1.684], [-2.264, -2.587, 1.632], [-2.146, -2.348, 3.357], [0.269, -1.641, 3.032], [-0.147, -3.262, 2.482], [0.128, -2.867, 0.296], [-0.435, -1.234, 0.324], [2.248, -3.342, -0.260], [4.589, -2.677, -0.549], [5.333, -0.437, 0.304], [3.680, 1.015, 1.389], [2.271, 4.607, 1.238], [1.266, 4.384, 2.351], [0.552, 5.574, 2.677], [-0.423, 5.894, 1.818], [-0.764, 5.231, 0.871], [-0.978, 7.025, 2.226], [-2.031, 7.514, 1.385], [2.950, 5.418, 1.499], [2.858, 3.702, 1.068], [1.774, 4.872, 0.307], [1.780, 4.096, 3.267], [0.559, 3.592, 2.097], [-2.794, 6.753, 1.237], [-1.628, 7.831, 0.425], [-2.460, 8.367, 1.900], [0.688, -1.479, -4.904], [1.386, -2.524, -4.060], [0.458, -3.299, -3.284], [-0.223, -4.229, -3.964], [-0.094, -4.483, -5.129], [-1.042, -4.840, -3.111], [-1.874, -5.844, -3.710], [0.052, -0.849, -4.281], [1.421, -0.850, -5.409], [0.059, -1.944, -5.660], [2.031, -2.039, -3.327], [2.007, -3.182, -4.669], [-1.275, -6.571, -4.251], [-2.595, -5.380, -4.380], [-2.397, -6.334, -2.894]], "nbo_charge": [-0.82, -0.21, -0.42, -0.40, -0.39, -0.47, 0.31, -0.21, -0.09, -0.22, 0.07, -0.29, 0.27, 0.35, 0.35, 0.19, 0.18, 0.21, 0.17, 0.20, 0.23, 0.20, 0.22, 0.25, 0.25, 0.26, 0.25, 0.26, 0.25, -0.64, -0.07, -0.49, 0.98, -0.66, -0.48, -0.26, 0.23, 0.19, 0.23, 0.19, 0.17, 0.20, 0.19, 0.20, -0.64, -0.07, -0.52, 0.98, -0.63, -0.50, -0.26, 0.21, 0.22, 0.24, 0.17, 0.20, 0.20, 0.20, 0.20], "charge": 1, "energy_ha": -1725.95705}

***

HOMO-LUMO gap readings, ordered: 0.3294; 0.3728; 0.3550; 0.3293; 0.2544 hartree
HOMO level readings, ordered: -8.46; -9.18; -14.41; -8.22; -11.41 eV
E_LUMO readings, ordered: 0.0184; 0.0353; -0.1747; 0.0273; -0.1650 Ha